The following is a quantum chemistry calculation of a molecular structure, C25H28CdN3O3SSe2, from the OMol25 dataset.

Geometry as XYZ:
```
63
Properties=species:S:1:pos:R:3
Cd 0.0701 -0.3265 -0.2347
Se 1.4074 2.2331 -2.3758
Se -0.2381 1.8616 -3.9407
S 4.6357 -0.1665 0.4197
O -2.1634 -0.9228 -0.5287
O -0.4596 -2.8611 0.2667
O -0.6119 -1.1720 2.4629
N 1.1064 1.3155 1.6221
N -0.2735 -0.8427 -3.1075
N -0.7875 2.1104 -0.6310
C -2.6701 -1.9789 0.2837
C 0.6318 2.2125 2.4838
C -1.6597 3.9238 0.6574
C -0.0676 -0.5280 -5.4720
C 0.2286 2.8898 -0.9956
C 2.9298 0.1460 0.5989
C -0.1849 -0.0541 -4.1708
C -0.5591 4.7018 0.3313
C 2.4372 1.1555 1.5345
C -1.8076 -3.1848 0.0046
C 0.0854 -3.2342 1.5235
C 2.8014 2.8501 3.1996
C 3.3109 1.9308 2.3062
C -1.0613 -0.4607 3.6028
C 4.3273 -1.3464 -0.7704
C 2.9945 -1.4994 -1.0113
C -0.2096 -2.1629 -3.3142
C -3.1010 0.1262 -0.7212
C -1.7226 2.6314 0.1680
C -0.6049 -2.5658 2.6885
C 2.1746 -0.6453 -0.2222
C -0.0789 -2.7307 -4.5683
C -0.0171 -1.8958 -5.6718
C 1.4247 2.9940 3.3019
C 0.4043 4.1796 -0.5164
H -2.4555 4.3136 1.2770
H -3.7070 -2.2173 0.0252
H -3.3752 0.5923 0.2309
H -1.8698 -3.4070 -1.0616
H -0.0091 0.1732 -6.2924
H 0.0821 -2.3008 -6.6703
H -2.0911 -0.7334 3.8592
H 2.6233 -2.2041 -1.7409
H 1.2571 4.7613 -0.8380
H -2.5537 1.9843 0.4177
H 0.0485 -4.3200 1.6539
H -0.0561 -2.8108 3.6046
H -0.4461 2.3175 2.5170
H 5.1514 -1.8653 -1.2369
H -1.0163 0.5975 3.3651
H -0.2605 -2.7787 -2.4282
H -4.0086 -0.2562 -1.1941
H -2.6360 0.8580 -1.3781
H -1.6325 -2.9349 2.8072
H -0.0195 -3.8053 -4.6733
H -2.1489 -4.0591 0.5659
H 1.1254 -2.9096 1.4846
H -2.6309 -1.6769 1.3337
H -0.4650 5.7116 0.7088
H 0.9795 3.7004 3.9889
H 3.4654 3.4471 3.8112
H 4.3785 1.8002 2.1930
H -0.4213 -0.6610 4.4668
```

- Molecular weight: 720.9 g mol⁻¹
- Energy above the lowest of the compared OMol25 structures with the same formula, charge and spin: 13.2 kcal per mole
- Charge: +1
- E_tot: -6727.97820 Eh
- LUMO energy: -2.67 eV
- Multiplicity: 1

Formally, the Löwdin partial charges of the atoms, in units of the elementary charge, are as follows: Cd 1.47; Se 0.67; Se 0.68; S 1.04; O -0.28; O -0.22; O -0.25; N 0.06; N 0.01; N -0.04; C -0.18; C -0.18; C -0.05; C -0.10; C -0.70; C -0.56; C -0.66; C -0.04; C -0.30; C -0.17; C -0.16; C -0.05; C -0.03; C -0.08; C -0.42; C -0.24; C -0.14; C -0.10; C -0.16; C -0.21; C -0.34; C -0.05; C -0.05; C -0.05; C -0.09; H 0.12; H 0.14; H 0.08; H 0.12; H 0.10; H 0.12; H 0.10; H 0.09; H 0.11; H 0.07; H 0.14; H 0.14; H 0.09; H 0.07; H 0.06; H 0.09; H 0.11; H 0.07; H 0.13; H 0.11; H 0.14; H 0.13; H 0.12; H 0.12; H 0.11; H 0.12; H 0.09; H 0.10